{
  "formula": "C20H37Cl4FO18",
  "method": "wB97M-V/def2-TZVPD",
  "elements": ["O", "C", "O", "C", "C", "F", "O", "H", "H", "H", "C", "O", "C", "O", "O", "C", "H", "H", "H", "H", "H", "H", "C", "O", "C", "O", "O", "C", "H", "H", "H", "H", "H", "H", "C", "O", "C", "O", "O", "C", "H", "H", "H", "H", "H", "H", "C", "O", "C", "O", "O", "C", "H", "H", "H", "H", "H", "H", "C", "O", "C", "O", "O", "C", "H", "H", "H", "H", "H", "H", "Cl", "C", "Cl", "H", "H", "Cl", "C", "Cl", "H", "H"],
  "positions_angstrom": [[-3.073385, 4.132072, 6.109279], [-2.320941, 3.719237, 5.314461], [-1.981002, 2.419430, 5.146454], [-1.018288, 2.325094, 4.090145], [-1.060539, 3.708242, 3.433829], [-1.789504, 3.716174, 2.262173], [-1.657351, 4.508763, 4.396698], [-0.019501, 2.192655, 4.524564], [-1.185169, 1.444502, 3.479791], [-0.074357, 4.084696, 3.171993], [5.175484, -0.611694, 2.842881], [5.416696, -1.922062, 2.340283], [4.531598, -2.886726, 2.467384], [3.382691, -2.751144, 2.829191], [5.141653, -4.018901, 2.179753], [4.307103, -5.159310, 2.017145], [4.200934, -0.210885, 2.583356], [5.953317, 0.022191, 2.421886], [5.331292, -0.593241, 3.924664], [3.593727, -4.982409, 1.224263], [3.803795, -5.393559, 2.954638], [4.977756, -5.965492, 1.743929], [-2.323624, 2.269144, -0.228219], [-3.716107, 2.378686, -0.413125], [-4.238486, 1.694020, -1.420972], [-3.666935, 0.932228, -2.145677], [-5.526703, 1.986716, -1.497045], [-6.219803, 1.307066, -2.538274], [-1.907248, 3.274921, -0.142311], [-1.822340, 1.748827, -1.039671], [-2.078853, 1.804329, 0.725436], [-7.173421, 1.811272, -2.652008], [-6.399978, 0.269131, -2.250662], [-5.657273, 1.318366, -3.467579], [1.827987, 3.411899, 0.371549], [0.948015, 4.254739, -0.349363], [1.518923, 4.976745, -1.288474], [2.689505, 5.006909, -1.540583], [0.572566, 5.668396, -1.899822], [1.028594, 6.459221, -2.995817], [2.477395, 4.013279, 1.013618], [2.457833, 2.837997, -0.307844], [1.247022, 2.744039, 0.993933], [0.181137, 7.008017, -3.393878], [1.432570, 5.829644, -3.789521], [1.789965, 7.169012, -2.673369], [-2.423373, -1.831208, -2.184085], [-3.784265, -2.156102, -2.439563], [-4.380522, -2.868927, -1.505595], [-3.946479, -3.103252, -0.415402], [-5.570591, -3.265885, -1.964019], [-6.273651, -4.190161, -1.106713], [-2.059940, -1.328639, -3.075729], [-1.783294, -2.706723, -2.071876], [-2.331564, -1.190299, -1.312346], [-7.041160, -4.628864, -1.736845], [-6.752178, -3.654087, -0.285697], [-5.607565, -4.937664, -0.687863], [0.168240, -4.051807, 0.149884], [0.247536, -3.132335, -0.925204], [1.254791, -3.270004, -1.787697], [2.142666, -4.068710, -1.745114], [1.103063, -2.349041, -2.730144], [2.116833, -2.351011, -3.734497], [0.641612, -4.999783, -0.091148], [-0.890464, -4.214845, 0.337444], [0.637037, -3.658225, 1.049505], [1.741097, -1.729186, -4.545029], [2.266074, -3.356031, -4.114337], [3.008546, -1.872948, -3.339590], [4.332101, 1.456463, -2.460827], [5.014163, 0.146071, -1.468253], [3.817766, -0.567324, -0.403330], [5.379529, -0.634758, -2.123810], [5.829454, 0.596326, -0.918304], [-0.473030, -0.532850, 0.763766], [0.844186, -0.984686, 1.834131], [1.525195, 0.533117, 2.511399], [0.529432, -1.565038, 2.689623], [1.642016, -1.483822, 1.308207]],
  "forces_ev_per_angstrom": [[-0.5, 0.4, 0.8], [0.4, -0.5, -0.8], [0.1, 0.3, -0.4], [0.6, 0.2, 0.6], [0.3, -0.6, -0.4], [-0.1, 0.1, 0.5], [-0.1, -0.2, -0.1], [-0.2, 0.0, 0.1], [-0.5, 0.2, -0.3], [0.0, 0.2, 0.1], [0.2, 0.2, 0.4], [0.9, 0.4, -0.3], [-0.6, 0.5, 0.7], [0.1, -0.1, -0.3], [0.3, -0.2, -0.3], [0.0, -0.2, 0.3], [-0.1, -0.2, 0.0], [0.0, -0.1, -0.2], [-0.3, -0.1, 0.0], [-0.3, 0.0, -0.2], [-0.1, 0.0, -0.1], [0.0, -0.1, 0.0], [1.2, 0.5, 0.3], [-0.3, 0.1, 0.1], [-0.1, 0.1, 0.3], [0.5, -0.4, -0.4], [-0.3, 0.3, 0.1], [-0.3, -0.4, -0.1], [-0.2, 0.0, -0.3], [-0.2, -0.1, -0.1], [-0.4, -0.3, -0.1], [0.0, 0.1, 0.0], [0.1, 0.0, 0.0], [0.0, 0.1, 0.0], [0.7, -0.1, 0.3], [-0.7, -0.5, 0.5], [0.0, 0.2, -0.2], [0.6, 0.0, -0.2], [-0.5, 0.4, -0.4], [0.2, 0.2, -0.3], [0.0, 0.0, -0.1], [-0.1, 0.0, 0.0], [-0.3, 0.0, -0.2], [-0.2, -0.1, 0.2], [0.1, 0.0, 0.1], [0.0, -0.1, 0.0], [0.7, 0.1, -0.2], [-0.1, -0.2, -0.5], [-0.4, 0.2, -0.2], [0.4, -0.4, 0.7], [-0.2, -0.4, 0.1], [-0.1, 0.5, -0.1], [-0.2, 0.3, 0.1], [-0.4, -0.2, 0.2], [0.0, 0.0, 0.0], [0.1, -0.1, 0.0], [0.1, 0.0, 0.0], [0.1, -0.1, -0.1], [-0.2, -0.5, 0.3], [0.1, 0.2, -0.2], [-0.3, 0.4, 0.1], [0.5, -0.6, 0.3], [-0.3, 0.2, -0.1], [-0.3, 0.4, -0.4], [0.1, 0.0, -0.2], [0.0, 0.1, 0.0], [0.1, 0.2, 0.0], [-0.1, 0.0, 0.1], [0.3, -0.1, 0.1], [0.3, -0.3, 0.0], [0.0, -0.2, 0.0], [0.1, 0.3, -0.5], [-0.2, -0.1, 0.2], [0.0, 0.0, -0.1], [0.0, -0.2, 0.3], [-0.1, -0.4, 0.1], [0.2, 0.8, 0.3], [0.3, -0.2, 0.2], [-0.3, -0.1, -0.1], [0.0, -0.1, -0.2]],
  "relative_energy_kcal_mol": 0.0,
  "smiles": "O=C1OC[C@@H](F)O1.COC(=O)OC.COC(=O)OC.COC(=O)OC.COC(=O)OC.COC(=O)OC.ClCCl.ClCCl",
  "fmax_ev_per_a": 1.387,
  "homo_lumo_gap_ev": 10.91,
  "e_lumo_ev": 0.3,
  "total_charge": 0
}



{
  "formula": "C20H37N7O2",
  "method": "wB97M-V/def2-TZVPD",
  "elements": ["C", "C", "C", "C", "O", "N", "C", "C", "N", "N", "C", "N", "O", "H", "H", "H", "H", "H", "H", "H", "H", "H", "H", "H", "H", "C", "C", "C", "N", "N", "N", "C", "C", "C", "C", "C", "C", "C", "C", "C", "C", "H", "H", "H", "H", "H", "H", "H", "H", "H", "H", "H", "H", "H", "H", "H", "H", "H", "H", "H", "H", "H", "H", "H", "H", "H"],
  "positions_angstrom": [[2.704466, -3.583044, -2.683194], [2.212357, -2.173018, -2.575340], [0.985651, -1.823741, -1.975988], [0.288248, -0.637473, -2.461296], [0.809204, 0.492375, -2.631806], [-1.069820, -0.773268, -2.726060], [-1.861623, 0.404151, -2.918821], [-1.802346, -2.006879, -2.921823], [2.894324, -1.151033, -3.121291], [4.011604, -1.368520, -3.711048], [4.826331, -0.200129, -3.631167], [6.012646, -0.523160, -4.225295], [4.557917, 0.853591, -3.088565], [1.856761, -4.262039, -2.872549], [3.395259, -3.620629, -3.542175], [3.236663, -3.937336, -1.782956], [0.426120, -2.683246, -1.590343], [-1.205577, 1.266498, -2.995842], [-2.448204, 0.295284, -3.831917], [-2.560229, 0.540250, -2.084122], [-1.139419, -2.855484, -3.108459], [-2.451482, -2.232184, -2.060534], [-2.448679, -1.865971, -3.797407], [6.030448, -1.384918, -4.745241], [6.621569, 0.231813, -4.478861], [-1.103960, -2.747177, 0.607587], [-0.480308, -2.268310, 1.892274], [-1.224517, -2.696086, 3.138896], [-0.503343, -0.806014, 1.900392], [-1.351289, -0.194019, 2.691489], [-1.215373, 1.125560, 2.405351], [-2.337553, 1.961665, 2.952841], [-2.423491, 1.649424, 4.428519], [-3.637256, 1.595087, 2.260048], [-0.266167, 1.345832, 1.449287], [0.213307, 2.778093, 1.207468], [1.514534, 2.767523, 0.407693], [0.486050, 3.519657, 2.530818], [-0.857823, 3.514553, 0.404160], [0.189398, 0.052287, 1.052059], [1.033762, -0.503418, 0.090493], [-1.015389, -3.837095, 0.515047], [-2.161822, -2.452102, 0.569481], [-0.596673, -2.265502, -0.229896], [0.571898, -2.570125, 1.932518], [-1.265110, -3.789510, 3.175056], [-0.716385, -2.339399, 4.039938], [-2.246773, -2.297925, 3.132067], [-2.089367, 3.009661, 2.779011], [-3.280247, 2.180292, 4.860569], [-2.559341, 0.570558, 4.564391], [-1.522947, 1.968779, 4.963027], [-4.460095, 2.140815, 2.738161], [-3.620473, 1.859811, 1.196693], [-3.823009, 0.518084, 2.368445], [1.365154, 2.297736, -0.571923], [1.848759, 3.804506, 0.256527], [2.292747, 2.225091, 0.961859], [-0.395051, 3.592208, 3.177675], [1.292601, 3.031103, 3.091721], [0.804342, 4.545707, 2.300518], [-1.809737, 3.567173, 0.945963], [-0.516149, 4.536801, 0.195995], [-1.017658, 2.986063, -0.544240], [1.648918, 0.165500, -0.517078], [1.353671, -1.544789, 0.241209]],
  "forces_ev_per_angstrom": [[0.1, -0.5, 0.0], [-2.1, -0.3, 0.5], [1.6, -1.7, -2.1], [-0.6, 3.5, -0.4], [-1.0, -2.3, 0.4], [0.6, -0.6, 0.2], [-0.1, 0.3, 0.0], [0.0, 0.0, 0.2], [2.3, 1.1, -0.3], [-1.9, -0.7, 1.6], [-0.2, 0.8, -0.5], [0.1, 0.3, 0.0], [0.4, -0.7, -0.4], [0.4, 0.2, 0.1], [-0.2, -0.1, 0.5], [-0.1, 0.2, -0.3], [0.2, 0.6, -0.2], [-0.1, 0.0, 0.0], [0.0, 0.2, -0.1], [0.0, 0.0, 0.0], [-0.1, 0.2, 0.0], [0.1, -0.1, -0.2], [0.1, -0.2, 0.1], [0.1, 0.1, 0.0], [0.2, 0.0, 0.0], [-0.3, -0.2, -0.4], [-0.1, 0.5, 0.5], [-0.1, -0.8, 0.2], [0.2, 1.1, -0.4], [-0.5, 2.4, -0.1], [-0.2, -2.7, -0.1], [0.5, -0.4, 0.1], [-0.2, 0.2, 0.6], [-0.2, 0.0, -0.3], [-0.1, 0.4, 0.6], [-0.1, -0.4, -0.2], [0.1, -0.1, -0.1], [0.1, 0.0, 0.1], [0.0, 0.2, -0.2], [0.1, -0.7, 0.0], [1.0, 0.2, 0.1], [-0.1, 0.2, 0.0], [0.2, -0.2, 0.1], [-0.3, -0.1, 0.3], [-0.1, 0.0, 0.1], [0.0, 0.1, 0.0], [-0.1, 0.0, -0.1], [0.3, -0.2, 0.0], [-0.1, -0.3, 0.1], [0.2, -0.1, 0.0], [0.0, 0.3, 0.1], [-0.1, -0.1, -0.1], [0.2, -0.1, -0.1], [0.0, -0.1, 0.2], [0.0, 0.3, -0.1], [0.2, 0.1, 0.1], [-0.1, -0.3, 0.0], [-0.1, 0.1, -0.3], [0.3, 0.0, -0.1], [-0.2, 0.1, -0.1], [0.0, -0.2, 0.0], [0.2, 0.1, -0.3], [-0.2, -0.2, 0.0], [0.0, 0.2, 0.1], [-0.1, -0.6, 0.4], [0.2, 0.9, 0.2]],
  "relative_energy_kcal_mol": 111.6,
  "fmax_ev_per_a": 3.531,
  "homo_lumo_gap_ev": 5.53,
  "e_lumo_ev": -0.5,
  "total_charge": 0
}



{
  "formula": "C20H37O7S",
  "method": "wB97M-V/def2-TZVPD",
  "elements": ["C", "C", "C", "C", "C", "C", "C", "C", "O", "C", "O", "C", "C", "C", "O", "O", "C", "C", "C", "C", "C", "C", "C", "C", "S", "O", "O", "O", "H", "H", "H", "H", "H", "H", "H", "H", "H", "H", "H", "H", "H", "H", "H", "H", "H", "H", "H", "H", "H", "H", "H", "H", "H", "H", "H", "H", "H", "H", "H", "H", "H", "H", "H", "H", "H"],
  "positions_angstrom": [[-4.291112, 0.331233, -3.495799], [-3.799166, -0.213091, -2.159658], [-4.907271, -0.187386, -1.108765], [-4.526394, -0.897008, 0.192133], [-3.288016, -0.333581, 0.893082], [-2.805745, -1.261506, 2.016188], [-1.956922, -2.408895, 1.483162], [-3.542239, 1.069670, 1.449342], [-2.288952, 1.684045, 1.729881], [-1.955145, 2.761629, 0.996169], [-2.761289, 3.476212, 0.454738], [-0.497611, 3.125976, 1.225405], [0.370810, 1.895135, 1.241204], [1.818791, 2.138832, 1.141271], [2.346218, 3.189093, 0.854807], [2.504444, 1.011098, 1.400259], [3.864904, 0.982650, 0.979934], [3.981743, 0.416359, -0.441293], [5.139028, 1.079038, -1.199022], [4.772569, 2.478576, -1.678879], [4.125440, -1.108174, -0.423403], [2.963049, -1.798969, 0.286350], [2.962985, -3.308230, 0.056539], [1.784041, -3.969078, 0.759150], [0.034380, 1.018976, -0.385092], [0.048800, -0.400807, -0.071733], [1.089694, 1.417398, -1.295509], [-1.287526, 1.506546, -0.766445], [-3.490042, 0.310731, -4.230688], [-4.621384, 1.361412, -3.382459], [-5.126589, -0.258315, -3.876822], [-2.956495, 0.390899, -1.821847], [-3.448637, -1.239913, -2.290960], [-5.175425, 0.850322, -0.904434], [-5.799530, -0.679164, -1.515061], [-4.338813, -1.948798, -0.035235], [-5.376970, -0.855196, 0.882658], [-2.470538, -0.232157, 0.176363], [-2.191576, -0.673097, 2.699774], [-3.665832, -1.644663, 2.578021], [-2.533545, -3.052308, 0.821353], [-1.120691, -1.992188, 0.925598], [-1.572319, -3.017513, 2.300506], [-4.111661, 1.032543, 2.387046], [-4.070308, 1.696929, 0.727147], [-0.176894, 3.779870, 0.413593], [-0.429532, 3.679402, 2.169026], [0.112238, 1.159620, 1.994457], [4.396754, 0.361145, 1.706668], [4.255986, 2.004392, 1.022226], [3.044276, 0.665523, -0.952742], [6.026861, 1.117314, -0.558553], [5.387770, 0.463422, -2.067228], [5.603464, 2.935432, -2.215980], [3.909685, 2.423056, -2.336981], [4.500654, 3.120151, -0.845521], [4.163630, -1.459581, -1.457895], [5.074692, -1.383725, 0.053172], [2.020588, -1.377481, -0.068363], [3.015090, -1.602696, 1.358337], [2.899783, -3.508800, -1.015858], [3.901959, -3.742233, 0.418593], [1.745507, -5.036558, 0.543997], [1.860049, -3.836322, 1.836454], [0.858266, -3.507219, 0.427595]],
  "forces_ev_per_angstrom": [[0.1, -0.1, 0.2], [-0.3, 0.2, 0.0], [0.2, -0.3, 0.0], [0.1, 0.3, 0.0], [-0.1, 0.1, 0.4], [0.1, 0.0, -0.3], [-0.1, 0.1, 0.1], [-0.3, -0.2, -0.5], [0.2, -0.3, 0.3], [-0.3, 1.1, 0.6], [0.1, 0.0, 0.0], [-0.1, 0.1, -0.1], [-0.6, -0.5, -1.1], [1.1, 0.6, 0.4], [-0.2, -0.2, 0.1], [-0.3, -0.2, 0.2], [0.4, 0.3, -0.3], [0.2, -0.2, 0.0], [-0.3, 0.1, 0.1], [0.2, -0.1, 0.1], [-0.3, 0.2, 0.2], [0.3, -0.3, -0.3], [-0.1, 0.2, 0.2], [0.2, 0.0, -0.2], [-0.3, -0.6, -0.2], [0.0, 0.0, 0.2], [0.1, 0.3, 0.0], [0.3, 0.0, -0.3], [0.0, 0.0, -0.2], [-0.1, 0.1, 0.0], [-0.1, 0.0, -0.1], [0.0, -0.1, 0.0], [0.1, -0.1, 0.0], [-0.1, 0.1, 0.0], [0.0, 0.1, 0.0], [-0.1, -0.1, 0.0], [0.0, -0.1, 0.1], [-0.1, 0.0, 0.0], [0.0, 0.0, 0.1], [0.0, 0.1, 0.1], [0.0, -0.1, -0.1], [0.0, -0.1, 0.0], [0.0, -0.1, 0.0], [0.0, 0.0, -0.1], [0.0, -0.1, 0.2], [-0.1, 0.0, 0.1], [0.0, 0.0, -0.1], [0.1, 0.0, 0.1], [0.0, 0.0, -0.1], [0.0, -0.2, 0.1], [0.2, 0.0, 0.1], [0.1, -0.1, 0.0], [0.1, -0.1, 0.0], [0.0, 0.1, -0.1], [-0.1, 0.1, -0.1], [-0.1, 0.1, 0.1], [0.1, 0.0, -0.1], [0.1, 0.0, 0.0], [0.0, 0.0, 0.1], [-0.1, 0.0, 0.1], [0.1, 0.0, -0.1], [0.0, 0.0, -0.1], [-0.1, -0.1, 0.0], [0.0, 0.0, 0.1], [-0.2, 0.0, 0.0]],
  "relative_energy_kcal_mol": 1.2,
  "smiles": "CCCC[C@H](CC)COC(=O)C[C@H](C(=O)OC[C@@H](CC)CCCC)S(=O)(=O)[O-]",
  "fmax_ev_per_a": 1.359,
  "homo_lumo_gap_ev": 9.39,
  "e_lumo_ev": 3.1,
  "total_charge": -1
}